[1]
Here is C24H24CaF4N5O5S as an isolated structure in a non-equilibrium geometry from the Open Molecules 2025 dataset. Energies are from the ωB97M-V functional and the def2-TZVPD basis.

Each line ends with the natural charge from an NBO analysis.
Geometry (Å):
Ca  -0.278  1.141  0.145  1.7646
C  -0.289  -0.474  -2.929  -0.4310
N  -0.589  0.768  -2.235  -0.5058
C  0.132  1.853  -2.888  -0.4409
C  -2.028  1.011  -2.256  -0.2433
C  -2.767  0.115  -1.263  -0.2258
N  -2.293  0.435  0.047  -0.7847
C  -2.817  -0.068  1.134  0.1327
C  -2.264  0.357  2.378  0.2290
F  -1.190  1.210  2.312  -0.3459
C  -2.730  -0.058  3.595  0.3673
F  -2.153  0.398  4.730  -0.3178
C  -3.790  -0.951  3.702  -0.4452
C  -4.324  -1.430  2.516  0.3448
F  -5.318  -2.349  2.590  -0.3275
C  -3.870  -1.024  1.283  0.2283
F  -4.422  -1.611  0.172  -0.3455
H  -0.610  -0.433  -3.984  0.1648
H  -0.811  -1.296  -2.445  0.1965
H  0.780  -0.682  -2.890  0.2340
H  -0.159  1.959  -3.947  0.1681
H  1.202  1.641  -2.845  0.2151
H  -0.070  2.787  -2.366  0.2355
H  -2.440  0.857  -3.270  0.1702
H  -2.202  2.043  -1.944  0.2291
H  -2.591  -0.946  -1.497  0.1651
H  -3.846  0.302  -1.369  0.1888
H  -4.161  -1.269  4.657  0.2352
O  1.904  6.584  1.979  -0.5197
C  1.569  5.537  1.450  0.3779
C  2.261  4.213  1.564  0.3503
O  3.403  4.028  2.005  -0.6396
C  1.349  3.233  1.019  0.1964
C  0.233  3.866  0.422  0.2820
O  -0.675  3.217  -0.179  -0.8052
C  0.374  5.326  0.556  0.3753
O  -0.289  6.200  0.011  -0.5439
O  1.491  1.943  0.996  -0.8652
C  0.734  -4.549  0.048  -0.5856
C  -0.643  -3.902  0.259  -0.1736
C  -1.418  -4.604  1.381  -0.5846
C  -1.459  -3.933  -1.039  -0.5877
C  -0.412  -2.516  0.621  0.3713
N  -0.202  -1.425  0.888  -0.3977
H  0.615  -5.569  -0.313  0.2064
H  1.291  -4.570  0.981  0.2189
H  1.310  -3.978  -0.678  0.2347
H  -1.532  -5.659  1.138  0.2084
H  -2.405  -4.165  1.500  0.2275
H  -0.890  -4.521  2.327  0.2190
H  -1.659  -4.964  -1.324  0.2104
H  -0.906  -3.454  -1.844  0.2177
H  -2.412  -3.423  -0.907  0.2296
S  2.579  -0.662  -1.043  -0.3254
C  3.934  0.229  -0.710  0.2447
N  3.860  1.298  0.153  -0.5317
C  4.903  2.099  0.357  0.1169
C  6.095  1.855  -0.286  -0.3816
C  6.137  0.700  -1.083  0.1202
N  5.114  -0.081  -1.283  -0.4826
H  2.909  1.527  0.613  0.4783
H  4.734  2.921  1.046  0.2744
H  6.949  2.501  -0.177  0.2244
H  7.052  0.406  -1.585  0.1839

Values from the calculation:
net charge = -1
lowest unoccupied orbital energy = 2.31 eV
max |F| = 0.0462 Eh/bohr



[2]
Here is C25H30F5IrN2O3P as an isolated structure from the Open Molecules 2025 dataset. Energies are from the ωB97M-V functional and the def2-TZVPD basis.

Each line ends with the natural charge from an NBO analysis.
Geometry (Å):
Ir  -0.026  -0.113  0.336  0.8734
O  6.379  2.306  -0.961  -0.7155
C  6.202  0.914  -0.881  -0.1030
C  4.758  0.632  -0.576  0.0892
C  4.303  -0.669  -0.384  -0.2334
C  2.974  -0.887  -0.106  0.0736
N  2.084  0.113  -0.033  -0.5481
C  2.510  1.379  -0.207  0.2602
C  3.837  1.667  -0.478  -0.2382
C  1.468  2.415  -0.082  0.1565
C  1.730  3.756  -0.287  -0.2087
C  0.717  4.697  -0.146  0.0948
C  1.016  6.159  -0.315  -0.1032
O  2.194  6.281  -1.079  -0.7170
C  -0.546  4.231  0.187  -0.2206
C  -0.753  2.884  0.381  0.0702
N  0.226  1.970  0.248  -0.4820
H  7.269  2.503  -1.270  0.5017
H  6.816  0.469  -0.089  0.2031
H  6.452  0.413  -1.823  0.2093
H  4.972  -1.518  -0.447  0.2510
H  2.592  -1.877  0.083  0.2361
H  4.183  2.677  -0.624  0.2701
H  2.710  4.095  -0.582  0.2679
H  1.150  6.588  0.686  0.2073
H  0.160  6.653  -0.782  0.2053
H  2.303  7.193  -1.366  0.5016
H  -1.390  4.901  0.288  0.2551
H  -1.731  2.524  0.640  0.2472
F  -2.373  0.628  -0.785  -0.3412
C  -2.093  0.032  0.433  0.4008
F  -2.586  0.854  1.400  -0.3414
C  -3.015  -1.210  0.474  0.9164
F  -2.818  -1.969  -0.604  -0.3091
F  -2.762  -1.950  1.565  -0.3242
F  -4.284  -0.836  0.504  -0.2803
C  -1.136  -0.357  3.659  -0.9847
P  0.311  -0.243  2.591  1.4310
C  1.150  1.255  3.162  -0.9820
C  1.365  -1.639  2.988  -0.4453
C  2.746  -1.472  3.098  -0.2097
C  3.547  -2.549  3.442  -0.1495
C  2.973  -3.792  3.677  -0.1707
C  1.598  -3.961  3.572  -0.1859
C  0.793  -2.888  3.229  -0.1720
H  -1.796  -1.173  3.377  0.2847
H  -1.694  0.576  3.655  0.2782
H  -0.746  -0.543  4.662  0.2756
H  1.384  1.095  4.217  0.2787
H  0.487  2.114  3.073  0.2676
H  2.080  1.450  2.627  0.2554
H  3.206  -0.502  2.948  0.2179
H  4.616  -2.418  3.546  0.2298
H  3.599  -4.628  3.958  0.2428
H  1.154  -4.927  3.769  0.2424
H  -0.277  -3.038  3.143  0.2297
C  -0.766  -4.239  -0.099  -0.6267
C  -0.147  -3.043  -0.795  0.0747
C  1.231  -3.365  -1.358  -0.6266
O  0.024  -2.037  0.240  -0.4713
H  -1.010  -4.992  -0.850  0.2476
H  -1.688  -3.972  0.409  0.2341
H  -0.066  -4.674  0.614  0.2199
H  -0.770  -2.632  -1.585  0.2012
H  1.888  -3.782  -0.595  0.2163
H  1.689  -2.504  -1.844  0.2135
H  1.090  -4.131  -2.122  0.2583

Values from the calculation:
net charge = +2
lowest unoccupied orbital energy (spin up / spin down) = -7.28 / -8.28 eV
spin multiplicity = 2
expectation value of S² = 0.756
max |F| = 0.0112 Eh/bohr



[3]
Here is a 2-piece molecular cluster, H2NOS overall in a non-equilibrium geometry from the Open Molecules 2025 dataset. Energies are from the ωB97M-V functional and the def2-TZVPD basis.

Each line ends with the natural charge from an NBO analysis.
Geometry (Å):
N  0.333  1.278  0.623  0.0354
O  0.696  1.982  1.634  -0.3418
S  0.367  -1.066  -1.556  -1.0583
H  -0.569  1.663  0.292  0.2686
H  1.506  -0.731  -0.791  0.0960

Values from the calculation:
net charge = -1
lowest unoccupied orbital energy = 2.96 eV
max |F| = 0.0997 Eh/bohr



[4]
Here is the molecule CH3Cl2NO2S in a non-equilibrium geometry from the Open Molecules 2025 dataset. Energies are from the ωB97M-V functional and the def2-TZVPD basis.

Each line ends with the natural charge from an NBO analysis.
Geometry (Å):
C  -0.058  -0.066  0.059  -0.8635
N  -0.931  -1.597  -2.284  -0.6394
O  -2.716  -0.619  -0.330  -0.8740
O  -1.244  -2.473  0.303  -0.8920
S  -1.409  -1.206  -0.351  2.1512
Cl  0.425  -2.535  -2.140  0.1757
Cl  -2.346  -2.539  -2.646  0.1346
H  0.685  -0.322  -0.718  0.2702
H  -0.510  0.937  0.180  0.2705
H  0.297  -0.345  1.065  0.2667

Values from the calculation:
net charge = 0
lowest unoccupied orbital energy = -0.08 eV
max |F| = 0.0689 Eh/bohr



[5]
Here is a 2-piece molecular cluster, C29H34N3 overall in a non-equilibrium geometry from the Open Molecules 2025 dataset. Energies are from the ωB97M-V functional and the def2-TZVPD basis.

Each line ends with the natural charge from an NBO analysis.
Geometry (Å):
C  2.251  -1.248  3.618  -0.5907
C  2.816  -0.456  2.440  -0.1200
C  4.294  -0.129  2.677  -0.6174
C  2.709  -1.258  1.150  -0.5951
C  2.012  0.833  2.309  0.3917
N  2.575  2.041  2.500  -0.4965
C  1.635  3.063  2.403  0.1837
C  0.393  2.472  2.134  -0.0995
C  -0.701  3.292  1.879  -0.1835
C  -0.543  4.682  1.976  -0.2042
C  0.709  5.252  2.273  -0.1898
C  1.832  4.437  2.469  -0.2423
C  0.610  1.020  2.085  -0.1599
C  -0.369  0.069  1.829  0.0529
C  -1.755  0.210  2.131  -0.1086
C  -2.225  0.974  3.235  -0.1505
C  -3.585  1.138  3.446  -0.2242
C  -4.516  0.584  2.559  0.0735
C  -5.963  0.934  2.719  -0.6462
C  -4.072  -0.257  1.528  -0.2377
C  -2.718  -0.476  1.342  -0.1254
H  1.180  -1.435  3.490  0.2161
H  2.761  -2.216  3.719  0.2291
H  2.388  -0.689  4.552  0.2190
H  4.709  0.457  1.848  0.2136
H  4.459  0.404  3.620  0.2130
H  4.871  -1.061  2.723  0.2413
H  3.202  -0.714  0.333  0.2195
H  3.204  -2.233  1.266  0.2254
H  1.675  -1.431  0.852  0.2224
H  3.561  2.214  2.669  0.4392
H  -1.647  2.844  1.586  0.2280
H  -1.400  5.331  1.801  0.2295
H  0.792  6.337  2.345  0.2331
H  2.826  4.827  2.678  0.2284
H  -0.082  -0.837  1.300  0.2635
H  -1.504  1.424  3.924  0.2308
H  -3.952  1.735  4.284  0.2292
H  -6.576  0.363  2.021  0.2264
H  -6.316  0.731  3.737  0.2380
H  -6.129  2.003  2.531  0.2388
H  -4.809  -0.713  0.862  0.2304
H  -2.344  -1.125  0.551  0.2357
C  0.833  -1.921  -7.061  -0.4110
C  -0.295  -2.949  -6.873  -0.4113
C  -0.609  -3.006  -5.371  -0.1954
N  0.244  -1.998  -4.763  -0.4639
C  0.165  -1.695  -3.426  0.2458
C  0.307  -2.712  -2.456  -0.2727
C  0.254  -2.343  -1.120  0.0378
N  -0.028  -1.089  -0.732  -0.5285
C  -0.228  -0.131  -1.644  0.0465
C  -0.088  -0.373  -3.008  -0.2798
C  1.052  -1.238  -5.705  -0.1960
H  1.754  -2.427  -7.363  0.2158
H  0.574  -1.176  -7.814  0.2208
H  -1.195  -2.632  -7.411  0.2158
H  0.002  -3.939  -7.226  0.2212
H  -1.677  -2.781  -5.198  0.1852
H  -0.416  -3.999  -4.940  0.1860
H  0.514  -3.739  -2.752  0.2310
H  0.451  -3.082  -0.337  0.1962
H  -0.502  0.867  -1.289  0.1960
H  -0.235  0.411  -3.751  0.2288
H  2.114  -1.263  -5.414  0.1936
H  0.751  -0.179  -5.741  0.1776

Values from the calculation:
net charge = +1
lowest unoccupied orbital energy = -4.25 eV
max |F| = 0.0223 Eh/bohr



[6]
Here is a 3-piece molecular cluster, C35H29ClNO7P overall in a non-equilibrium geometry from the Open Molecules 2025 dataset. Energies are from the ωB97M-V functional and the def2-TZVPD basis.

Each line ends with the Mulliken charge.
Geometry (Å):
O  2.065  3.055  -5.699  -0.5326
C  3.158  2.712  -5.238  0.4341
C  3.648  1.286  -4.645  -0.3910
C  5.141  1.206  -5.328  -0.0912
P  5.387  -0.311  -6.437  0.2543
O  5.912  -1.580  -5.373  -0.4927
Cl  3.561  -0.961  -7.297  -0.2574
C  5.382  2.666  -5.979  -0.3454
C  6.791  3.398  -5.795  -0.4952
C  7.071  4.267  -7.151  -0.5755
C  6.985  5.855  -6.830  -0.4864
O  5.563  6.185  -6.792  -0.4877
N  4.436  3.498  -5.123  -0.5382
H  3.782  1.299  -3.500  0.1576
H  2.936  0.411  -4.852  0.2179
H  5.855  1.030  -4.456  0.3061
H  6.540  -2.087  -5.927  0.3393
H  4.873  2.648  -6.997  0.4447
H  6.704  4.173  -4.961  0.2883
H  7.673  2.704  -5.614  0.3700
H  8.114  4.029  -7.549  0.3642
H  6.280  4.072  -7.956  0.2932
H  7.542  6.383  -7.674  0.2927
H  7.388  6.093  -5.788  0.3235
H  5.440  7.145  -6.646  0.2773
H  4.786  3.247  -4.174  0.3424
C  -3.268  -1.195  1.325  -0.4628
C  -2.277  -0.519  2.034  -0.5229
C  -0.998  -0.401  1.502  -0.5759
C  -0.702  -0.969  0.263  0.1992
C  -1.688  -1.666  -0.436  0.1786
C  -2.975  -1.768  0.093  -0.6125
C  -1.375  -2.316  -1.730  0.6365
O  -2.236  -2.922  -2.342  -0.6709
C  0.004  -2.225  -2.262  0.1987
C  0.330  -2.879  -3.450  -0.6549
C  1.618  -2.788  -3.964  -0.5425
C  2.584  -2.036  -3.300  -0.4680
C  2.265  -1.387  -2.113  -0.7594
C  0.977  -1.488  -1.587  0.2949
C  0.658  -0.821  -0.304  0.5506
O  1.504  -0.166  0.281  -0.6816
H  -4.268  -1.280  1.737  0.5043
H  -2.502  -0.083  3.002  0.4597
H  -0.231  0.131  2.056  0.4584
H  -3.749  -2.298  -0.452  0.4557
H  -0.418  -3.464  -3.975  0.4679
H  1.871  -3.302  -4.886  0.4225
H  3.588  -1.959  -3.707  0.6147
H  3.022  -0.806  -1.597  0.4969
C  -2.374  -2.426  8.997  -0.4580
C  -2.059  -2.581  7.649  -0.5304
C  -3.000  -2.273  6.674  -0.5580
C  -4.266  -1.818  7.044  0.2278
C  -4.589  -1.685  8.395  0.2537
C  -3.636  -1.979  9.371  -0.6122
C  -5.945  -1.250  8.804  0.5470
O  -6.227  -1.131  9.983  -0.6728
C  -6.954  -0.972  7.756  0.2632
C  -8.252  -0.617  8.126  -0.5924
C  -9.203  -0.341  7.150  -0.4583
C  -8.859  -0.409  5.801  -0.5211
C  -7.569  -0.768  5.429  -0.5011
C  -6.616  -1.059  6.406  0.2650
C  -5.255  -1.474  5.998  0.5291
O  -4.954  -1.539  4.818  -0.6931
H  -1.636  -2.658  9.757  0.3919
H  -1.078  -2.942  7.358  0.4084
H  -2.748  -2.391  5.625  0.5120
H  -3.878  -1.865  10.422  0.4633
H  -8.526  -0.559  9.174  0.4593
H  -10.213  -0.071  7.439  0.3901
H  -9.600  -0.187  5.040  0.4015
H  -7.308  -0.824  4.377  0.4855

Values from the calculation:
net charge = 0
lowest unoccupied orbital energy = -1.12 eV
max |F| = 0.0843 Eh/bohr



no.,DFT total energy (Eh)
1,-3054.37170
2,-2250.40842
3,-529.29738
4,-1563.58126
5,-1289.50799
6,-2734.10365